# 1
Entry from the Open Molecules 2025 dataset: a gas-phase ion, C5H10NOS2 (charge +1) in a non-equilibrium geometry (ωB97M-V with the def2-TZVPD basis set).

Geometry as ORCA input:
```
! RIJCOSX wB97M-V def2-TZVPD def2/J DEFGRID3
* xyz 1 1
C 0.595 0.379 0.379
C 0.480 -0.538 -0.634
C -1.711 0.101 -0.032
C 1.856 0.695 1.042
C 1.643 -1.145 -1.340
N -0.712 0.983 0.710
O -0.823 -0.647 -1.017
S -2.034 -1.064 1.298
S -2.971 1.254 -0.782
H 2.349 -0.157 1.133
H 1.818 0.953 2.123
H 2.329 1.482 0.356
H 1.450 -2.144 -1.601
H 2.437 -1.120 -0.617
H 1.848 -0.628 -2.243
H -0.893 0.940 1.681
H -0.921 1.935 0.305
H -3.172 -1.716 0.916
H -3.568 0.435 -1.676
*
```

Properties
SMILES: CC1=C(C)OC(S)(S)[NH2+]1
Kohn-Sham gap, eV: 9.51
Relative energy (zero: lowest compared OMol25 entry of this formula, charge and spin), eV: 0.969
Electronic energy, hartree: -1122.5478
LUMO, eV: -3.519

---

# 2
Entry from the Open Molecules 2025 dataset: a molecular structure, C30H37GeN4PbS5 (ωB97M-V with the def2-TZVPD basis set).

Geometry as ORCA input:
```
! RIJCOSX wB97M-V def2-TZVPD def2/J DEFGRID3
* xyz 2 2
Pb -2.023 0.532 -0.551
N -2.064 -1.846 0.106
C -2.144 -2.993 -0.055
N -2.210 -4.278 -0.237
C -2.949 -4.809 -1.404
C -1.984 -5.057 -2.554
C -0.830 -5.956 -2.112
C -0.110 -5.368 -0.900
C -1.090 -5.121 0.238
H -3.737 -4.105 -1.663
H -3.420 -5.738 -1.077
H -1.589 -4.096 -2.900
H -2.529 -5.504 -3.387
H -0.127 -6.095 -2.934
H -1.218 -6.948 -1.859
H 0.365 -4.419 -1.174
H 0.679 -6.037 -0.553
H -0.626 -4.626 1.089
H -1.532 -6.055 0.589
C 2.122 4.564 -2.013
C 2.002 4.340 -0.645
C 1.613 3.088 -0.173
C 1.368 2.026 -1.049
C 1.524 2.263 -2.416
C 1.884 3.519 -2.895
Ge 0.731 0.273 -0.408
C 1.734 -0.288 1.167
C 2.764 0.465 1.727
C 3.491 -0.019 2.810
C 3.210 -1.271 3.334
C 2.201 -2.043 2.771
C 1.466 -1.550 1.703
C 1.005 -1.069 -1.804
C 2.029 -2.011 -1.707
C 2.193 -2.985 -2.685
C 1.334 -3.032 -3.775
C 0.310 -2.102 -3.888
C 0.150 -1.134 -2.906
H 2.438 5.531 -2.382
H 2.253 5.133 0.053
H 1.542 2.927 0.901
H 1.378 1.453 -3.122
H 2.005 3.674 -3.960
H 3.038 1.423 1.304
H 4.294 0.575 3.226
H 3.787 -1.654 4.165
H 1.998 -3.034 3.156
H 0.688 -2.169 1.265
H 2.710 -1.987 -0.864
H 2.998 -3.703 -2.599
H 1.469 -3.786 -4.539
H -0.355 -2.126 -4.742
H -0.654 -0.409 -3.026
C -0.391 3.980 6.000
S -1.095 3.640 4.375
C -1.051 1.932 4.301
C -1.538 1.252 3.168
S -2.229 2.020 1.823
S -1.447 -0.458 3.245
C -0.715 -0.592 4.817
S -0.342 -1.990 5.529
S -0.421 0.963 5.562
H -0.414 5.062 6.105
H 0.640 3.636 6.059
H -1.003 3.532 6.780
N -1.100 5.139 0.303
C -1.921 5.511 -0.896
C -2.666 4.325 -1.478
N -1.778 3.241 -1.933
H -0.772 5.969 0.796
H -0.264 4.602 0.017
H -1.614 4.546 0.974
H -1.225 5.936 -1.620
H -2.620 6.284 -0.585
H -3.270 4.729 -2.292
H -3.371 3.932 -0.737
H -0.843 3.579 -2.151
H -2.132 2.871 -2.809
*
```

Properties
Kohn-Sham gap (alpha / beta), eV: 6.99 / 4.51
Relative energy (zero: lowest compared OMol25 entry of this formula, charge and spin), eV: 0.087
Electronic energy, hartree: -5644.5876
LUMO (alpha / beta), eV: -5.192 / -7.676

---

# 3
Entry from the Open Molecules 2025 dataset: a molecular structure, C28H70F3O10Zn in a non-equilibrium geometry (ωB97M-V with the def2-TZVPD basis set).

Geometry as ORCA input:
```
! RIJCOSX wB97M-V def2-TZVPD def2/J DEFGRID3
* xyz 1 1
Zn 1.826 2.767 -1.674
C -0.076 1.417 0.753
O -0.095 0.312 -0.184
O 0.751 2.372 0.151
C -1.519 1.825 1.378
F -1.438 2.809 2.374
F -2.465 2.257 0.474
F -2.051 0.769 1.971
C -0.446 -1.051 0.200
C -0.686 -1.859 -1.018
H -1.426 -1.354 -1.639
H 0.233 -1.934 -1.600
H -0.902 -2.909 -0.820
H -1.405 -1.081 0.717
H 0.203 -1.522 0.939
H 0.425 0.986 1.620
C -1.169 -7.986 0.317
C 0.192 -7.291 0.043
C 0.196 -5.864 0.753
O 1.249 -8.005 0.702
H -1.978 -7.258 0.379
H -1.203 -8.683 1.154
H -1.389 -8.681 -0.493
H 0.398 -7.353 -1.025
H -0.562 -5.219 0.308
H 1.128 -5.327 0.573
H 0.121 -5.985 1.834
H 1.266 -8.936 0.471
C -0.975 0.647 6.303
C -0.115 -0.616 6.032
C 0.375 -0.614 4.560
O 0.959 -0.804 6.899
H -1.565 0.527 7.212
H -1.653 0.800 5.464
H -0.234 1.443 6.371
H -0.754 -1.479 6.216
H 1.053 0.197 4.294
H -0.466 -0.465 3.883
H 0.711 -1.604 4.255
H 1.440 -1.610 6.698
C 3.392 -0.500 -0.357
C 3.171 -0.263 -1.760
C 2.969 -1.543 -2.636
O 2.077 0.668 -1.958
H 3.721 0.367 0.216
H 4.083 -1.307 -0.114
H 2.489 -0.905 0.100
H 4.071 0.173 -2.193
H 2.335 -2.230 -2.076
H 3.925 -1.993 -2.903
H 2.450 -1.344 -3.574
H 1.289 0.157 -1.762
C -2.190 2.863 -2.708
C -0.983 2.004 -3.055
C -1.238 1.208 -4.373
O 0.167 2.783 -3.035
H -1.833 3.413 -1.838
H -3.063 2.332 -2.329
H -2.372 3.572 -3.515
H -0.707 1.306 -2.265
H -2.212 0.718 -4.350
H -0.556 0.387 -4.593
H -1.196 1.939 -5.180
H 0.010 3.511 -3.641
C -3.838 -3.275 4.391
C -3.338 -2.668 3.106
C -1.986 -3.246 2.529
O -4.281 -2.588 2.102
H -4.780 -2.839 4.724
H -3.074 -3.095 5.146
H -3.927 -4.361 4.372
H -3.181 -1.620 3.365
H -1.239 -3.044 3.296
H -1.474 -2.817 1.668
H -2.020 -4.305 2.270
H -4.986 -1.978 2.333
C 1.699 4.611 3.496
C 0.807 5.586 2.593
C 1.220 7.123 2.700
O 1.047 5.192 1.272
H 1.359 4.637 4.531
H 2.745 4.907 3.408
H 1.483 3.562 3.295
H -0.263 5.463 2.763
H 2.216 7.289 2.289
H 1.082 7.418 3.740
H 0.419 7.576 2.116
H 0.688 4.307 1.172
C 1.525 -2.920 -6.056
C 0.178 -3.545 -5.571
C -0.551 -2.750 -4.705
O -0.633 -3.668 -6.778
H 1.947 -3.356 -6.962
H 2.199 -2.933 -5.199
H 1.356 -1.946 -6.517
H 0.282 -4.546 -5.152
H -1.067 -1.882 -5.117
H 0.078 -2.572 -3.834
H -1.355 -3.338 -4.262
H -0.747 -4.599 -6.985
C -0.236 6.401 -2.132
C 1.196 5.878 -2.238
C 2.268 6.861 -1.747
O 1.272 4.703 -1.476
H -0.598 6.213 -1.121
H -0.868 5.831 -2.813
H -0.331 7.455 -2.394
H 1.417 5.613 -3.272
H 1.918 7.438 -0.891
H 2.639 7.617 -2.439
H 3.103 6.304 -1.322
H 0.880 4.949 -0.636
*
```

Properties
Kohn-Sham gap, eV: 7.30
Relative energy (zero: lowest compared OMol25 entry of this formula, charge and spin), eV: 4.122
Electronic energy, hartree: -3939.8077
LUMO, eV: -4.391

---

# 4
Entry from the Open Molecules 2025 dataset: 16 unconnected molecules or ions with the total composition C33H57BCl2N17O2P3 in a non-equilibrium geometry (ωB97M-V with the def2-TZVPD basis set).

Geometry as ORCA input:
```
! RIJCOSX wB97M-V def2-TZVPD def2/J DEFGRID3
* xyz 0 1
C -3.092 3.303 5.438
C -2.580 4.843 5.734
Cl -3.960 6.126 5.832
C -1.142 5.191 5.905
Cl -0.709 6.992 6.285
P 0.307 3.960 5.755
P 0.755 4.917 3.806
N 2.205 4.421 3.231
P -0.001 3.172 7.774
O 1.348 2.517 8.359
B 0.279 2.230 4.940
N 0.154 2.111 3.415
O 0.312 0.930 5.679
H -2.644 2.637 6.321
H -4.262 3.223 5.433
H -2.673 2.875 4.418
H 1.618 4.445 6.216
H -0.316 4.648 2.842
H 0.837 6.347 3.977
H 2.781 5.297 3.179
H -1.048 2.160 7.847
H -0.375 4.298 8.635
H -0.567 1.401 3.152
H 1.086 1.915 2.989
H -0.593 0.504 5.467
C -0.455 1.575 -1.070
C -0.985 1.307 0.330
N -1.425 1.085 1.490
H -0.816 0.807 -1.759
H -0.797 2.554 -1.417
H 0.638 1.562 -1.063
C 4.517 1.262 -1.862
C 3.185 1.237 -2.594
N 2.080 1.216 -3.202
H 4.818 2.296 -1.671
H 4.428 0.735 -0.908
H 5.285 0.773 -2.468
C 5.396 -2.736 -4.268
C 5.106 -2.102 -2.917
N 4.865 -1.576 -1.797
H 6.315 -3.326 -4.213
H 4.569 -3.391 -4.557
H 5.516 -1.959 -5.027
C -1.895 -3.041 -2.292
C -1.634 -1.689 -2.934
N -1.416 -0.566 -3.467
H -1.179 -3.777 -2.667
H -1.792 -2.965 -1.206
H -2.908 -3.377 -2.531
C -1.827 -2.328 3.448
C -1.991 -0.935 4.032
N -2.126 0.221 4.517
H -1.370 -2.991 4.187
H -2.804 -2.731 3.164
H -1.188 -2.288 2.562
C -5.067 0.752 -4.154
C -5.024 -0.648 -3.565
N -4.988 -1.810 -3.076
H -5.097 0.697 -5.245
H -5.958 1.278 -3.799
H -4.178 1.312 -3.850
C -7.923 1.111 -0.406
C -6.785 2.000 -0.882
N -5.840 2.736 -1.276
H -8.554 0.829 -1.253
H -7.521 0.205 0.056
H -8.531 1.646 0.329
C -0.052 7.152 0.038
C 1.091 7.061 1.037
N 2.038 6.984 1.865
H 0.091 8.019 -0.613
H -0.085 6.247 -0.575
H -1.002 7.258 0.568
C -0.328 -6.296 0.257
C -0.492 -4.903 0.842
N -0.628 -3.746 1.326
H 0.129 -6.959 0.997
H -1.305 -6.698 -0.026
H 0.311 -6.256 -0.629
C 2.930 5.154 -2.384
C 4.184 4.631 -3.065
N 5.225 4.197 -3.630
H 3.163 6.062 -1.821
H 2.168 5.386 -3.134
H 2.537 4.400 -1.698
C 1.746 -0.761 8.797
C 1.789 -2.161 9.386
N 1.825 -3.323 9.875
H 1.716 -0.816 7.705
H 0.855 -0.235 9.151
H 2.635 -0.201 9.100
C 5.011 -6.977 -3.955
C 6.149 -6.089 -4.431
N 7.093 -5.353 -4.826
H 4.379 -7.260 -4.802
H 5.413 -7.883 -3.493
H 4.403 -6.443 -3.220
C 6.382 -11.072 -2.779
C 5.050 -11.097 -3.511
N 3.945 -11.118 -4.118
H 6.683 -10.039 -2.588
H 6.292 -11.599 -1.825
H 7.150 -11.561 -3.385
C -8.382 2.561 -6.757
C -8.492 2.054 -5.328
N -8.584 1.634 -4.142
H -9.321 2.385 -7.288
H -8.168 3.633 -6.757
H -7.575 2.037 -7.277
C 1.595 -1.751 -6.244
C 1.639 -3.151 -5.655
N 1.675 -4.313 -5.167
H 1.565 -1.806 -7.336
H 0.705 -1.225 -5.890
H 2.484 -1.191 -5.941
*
```

Properties
Kohn-Sham gap, eV: 6.76
Relative energy (zero: lowest compared OMol25 entry of this formula, charge and spin), eV: 12.243
Electronic energy, hartree: -4341.5700
LUMO, eV: -0.486

---

# 5
Entry from the Open Molecules 2025 dataset: a molecular structure, C42H47ClErN7P in a non-equilibrium geometry (ωB97M-V with the def2-TZVPD basis set).

Geometry as ORCA input:
```
! RIJCOSX wB97M-V def2-TZVPD def2/J DEFGRID3
* xyz 1 4
Er 0.177 0.422 0.544
C 4.494 -1.743 0.999
C 3.368 -1.131 0.443
N 2.154 -1.226 0.954
C 1.958 -2.046 2.018
C 3.028 -2.800 2.586
C 4.323 -2.563 2.082
C 2.770 -3.776 3.562
C 1.467 -4.065 3.886
C 0.420 -3.302 3.386
C 0.623 -2.210 2.536
N -0.359 -1.387 2.066
C -1.545 -1.258 2.727
C -1.735 -1.463 4.098
C -2.983 -1.393 4.698
C -4.105 -1.092 3.964
C -3.971 -0.771 2.608
C -5.080 -0.373 1.834
C -4.898 -0.013 0.527
C -3.598 -0.046 0.013
N -2.522 -0.415 0.686
C -2.689 -0.811 1.973
H 5.464 -1.577 0.557
H 3.468 -0.544 -0.466
H 5.164 -3.052 2.547
H 3.590 -4.317 4.006
H 1.238 -4.885 4.549
H -0.592 -3.570 3.652
H -0.877 -1.676 4.714
H -3.073 -1.595 5.753
H -5.088 -1.078 4.404
H -6.055 -0.331 2.293
H -5.716 0.307 -0.102
H -3.465 0.273 -1.015
Cl 2.672 2.045 -0.270
C 3.438 2.635 -1.728
C 4.394 3.637 -1.654
C 5.000 4.080 -2.820
C 4.643 3.531 -4.042
C 3.684 2.536 -4.104
C 3.072 2.064 -2.945
P 1.814 0.701 -2.964
C 2.904 -0.680 -3.499
C 2.311 -1.802 -4.075
C 3.058 -2.918 -4.400
C 4.418 -2.936 -4.138
C 5.018 -1.834 -3.553
C 4.269 -0.713 -3.232
C 1.017 1.185 -4.563
C 0.047 2.183 -4.494
C -0.649 2.584 -5.618
C -0.369 2.012 -6.846
C 0.627 1.055 -6.938
C 1.313 0.639 -5.808
H 4.666 4.051 -0.696
H 5.757 4.848 -2.772
H 5.118 3.872 -4.951
H 3.407 2.113 -5.060
H 1.256 -1.784 -4.310
H 2.575 -3.767 -4.862
H 5.003 -3.804 -4.397
H 6.076 -1.849 -3.345
H 4.760 0.142 -2.790
H -0.159 2.672 -3.556
H -1.402 3.351 -5.531
H -0.911 2.324 -7.725
H 0.887 0.636 -7.899
H 2.097 -0.100 -5.907
N -1.282 -0.058 -2.550
C -1.315 -1.462 -2.947
C -1.032 -2.320 -1.720
N 0.182 -1.835 -1.050
H -2.034 0.085 -1.884
H -1.475 0.514 -3.366
H -0.541 -1.610 -3.703
H -2.273 -1.771 -3.388
H -0.955 -3.374 -2.022
H -1.856 -2.215 -1.010
H 0.967 -1.954 -1.695
H 0.367 -2.462 -0.266
N -0.327 2.474 -1.089
C -0.664 3.887 -0.859
C -1.980 4.014 -0.104
C -1.834 3.720 1.388
N -1.799 2.271 1.630
H 0.545 2.457 -1.624
H -1.043 2.098 -1.712
H -0.750 4.435 -1.810
H 0.139 4.356 -0.285
H -2.706 3.321 -0.538
H -2.361 5.025 -0.244
H -2.659 4.198 1.933
H -0.896 4.137 1.758
H -2.748 1.908 1.539
H -1.529 2.114 2.603
C 1.172 1.645 2.441
H 0.681 1.438 3.404
H 1.264 2.741 2.404
H 2.205 1.293 2.591
*
```

Properties
Kohn-Sham gap (alpha / beta), eV: 6.53 / 6.53
Relative energy (zero: lowest compared OMol25 entry of this formula, charge and spin), eV: 0.775
Electronic energy, hartree: -3828.4969
LUMO (alpha / beta), eV: -2.295 / -2.295

---

# 6
Entry from the Open Molecules 2025 dataset: a single C5H8O2 molecule in a non-equilibrium geometry (ωB97M-V with the def2-TZVPD basis set).

Geometry as ORCA input:
```
! RIJCOSX wB97M-V def2-TZVPD def2/J DEFGRID3
* xyz 0 1
C -0.873 0.740 -0.724
C 0.638 1.027 -0.776
C 0.999 0.386 0.586
C 0.796 -1.132 0.429
C -0.630 -1.268 0.783
H -1.335 1.594 -0.083
H -1.324 0.864 -1.795
H 0.527 2.158 -0.760
H 0.948 0.655 -1.733
H 0.530 0.998 1.371
H 0.974 -1.533 -0.572
H -0.911 -1.014 1.877
H -0.995 -2.263 0.608
O 1.938 -0.647 1.074
O -1.282 -0.565 -0.285
*
```

Properties
SMILES: C1C[C@@H]2O[C@H]2CO1
Kohn-Sham gap, eV: 10.42
Relative energy (zero: lowest compared OMol25 entry of this formula, charge and spin), eV: 4.487
Electronic energy, hartree: -345.6401
LUMO, eV: 1.005

---

# 7
Entry from the Open Molecules 2025 dataset: a single C4H9N2O2P molecule in a non-equilibrium geometry (ωB97M-V with the def2-TZVPD basis set).

Geometry as ORCA input:
```
! RIJCOSX wB97M-V def2-TZVPD def2/J DEFGRID3
* xyz 0 3
C 2.561 -0.181 -0.594
C -1.828 1.926 -0.330
C 0.036 -2.798 0.565
C -0.156 1.687 -0.191
N 3.214 0.206 -1.463
N 0.982 -1.896 0.036
O 0.164 1.970 1.516
O 0.471 0.503 -0.475
P 1.284 -0.377 0.584
H -2.771 1.314 -0.011
H -1.836 2.902 0.175
H -2.243 2.022 -1.272
H -0.580 -2.424 1.402
H -0.746 -3.117 -0.226
H 0.706 -3.683 0.828
H -0.593 1.415 1.423
H 0.182 2.552 -0.942
H 1.153 -2.021 -1.027
*
```

Properties
Kohn-Sham gap (alpha / beta), eV: 5.67 / 6.55
Relative energy (zero: lowest compared OMol25 entry of this formula, charge and spin), eV: 2.362
Electronic energy, hartree: -758.8251
LUMO (alpha / beta), eV: 0.655 / -3.473

---

# 8
Entry from the Open Molecules 2025 dataset: a molecular structure, C6H12O (ωB97M-V with the def2-TZVPD basis set).

Geometry as ORCA input:
```
! RIJCOSX wB97M-V def2-TZVPD def2/J DEFGRID3
* xyz 0 1
C 2.832 0.073 0.491
C 1.440 -0.474 0.796
C 0.337 0.367 0.146
C -1.042 -0.295 0.111
C -1.854 -0.191 -1.189
O -3.050 0.136 -0.474
C -2.292 0.371 0.721
H 3.011 0.072 -0.591
H 2.943 1.105 0.845
H 3.618 -0.530 0.959
H 1.280 -0.528 1.881
H 1.369 -1.506 0.425
H 0.638 0.577 -0.890
H 0.279 1.347 0.639
H -0.978 -1.338 0.439
H -1.955 -1.093 -1.804
H -1.522 0.642 -1.828
H -2.178 1.448 0.915
H -2.748 -0.109 1.596
*
```

Properties
Kohn-Sham gap, eV: 10.70
Relative energy (zero: lowest compared OMol25 entry of this formula, charge and spin), eV: 1.476
Electronic energy, hartree: -311.0050
LUMO, eV: 1.124